2 unconnected molecules or ions with the total composition C7H12Se at a distorted geometry, computed with ωB97M-V with the def2-TZVPD basis set.

```
! RIJCOSX wB97M-V def2-TZVPD def2/J DEFGRID3
* xyz 0 1
C -1.18 -1.73 -0.29
C -0.30 -1.23 0.61
C -2.37 -0.96 -0.65
C -0.33 0.26 0.95
C 1.99 0.89 0.90
C 0.73 0.73 -1.33
C 0.68 1.16 0.19
Se -2.24 0.74 0.44
H -1.34 -2.83 -0.62
H 0.59 -1.85 1.00
H -2.65 -0.81 -1.70
H -3.30 -1.33 -0.19
H 0.00 0.53 2.37
H 2.17 1.31 1.84
H 2.68 1.43 0.31
H 2.29 -0.24 0.96
H 1.04 -0.33 -1.31
H 1.35 1.35 -2.04
H -0.25 0.61 -1.67
H 0.45 2.32 0.23
*
```

## Properties
- orbital gap (eV) = 8.8854
- HOMO energy (eV) = -8.2
- LUMO energy (eV) = 0.72
- F_max (Eh/bohr) = 0.0906